(1)
{
  "formula": "C2H6N2O2",
  "method": "ωB97M-V/def2-TZVPD",
  "elements": ["O", "C", "N", "O", "H", "H", "H", "C", "N", "H", "H", "H"],
  "coordinates": [[-0.016, 1.655, -1.577], [-0.258, 0.615, -0.968], [0.514, -0.620, -1.190], [-0.053, -1.859, -0.842], [-1.262, 0.375, -0.572], [1.255, -0.575, -1.885], [0.068, -2.407, -1.640], [-0.273, 0.770, 2.077], [0.544, 0.484, 1.148], [0.034, 1.147, 3.058], [-1.336, 0.861, 1.807], [0.783, -0.446, 0.584]],
  "mulliken_charge": [-0.5490, 0.1816, -0.3019, -0.3864, 0.3793, 0.2169, 0.3341, -0.1563, -0.6034, 0.2561, 0.1772, 0.4517],
  "e_homo_ev": -8.40,
  "smiles": "O=CNO.C=N",
  "multiplicity": 1,
  "e_above_lowest_ev": 6.232,
  "e_tot_ha": -339.60363
}

(2)
{
  "formula": "C5H18N2O2",
  "method": "ωB97M-V/def2-TZVPD",
  "elements": ["C", "C", "N", "C", "C", "C", "N", "H", "H", "H", "H", "H", "H", "H", "H", "H", "H", "H", "H", "H", "H", "O", "H", "H", "O", "H", "H"],
  "coordinates": [[2.833, 1.483, -0.762], [2.576, 0.087, -0.882], [1.173, -0.198, -1.182], [0.155, 0.091, -0.215], [-1.305, -0.399, -0.761], [-2.147, -0.583, 0.487], [-1.171, -1.481, -1.691], [2.691, 2.017, -1.849], [2.059, 1.922, -0.115], [3.702, 1.988, -0.252], [3.108, -0.372, -1.850], [3.005, -0.478, -0.098], [0.955, 0.076, -2.198], [-0.080, 1.095, 0.148], [0.390, -0.559, 0.657], [-1.808, 0.522, -1.348], [-3.285, -0.675, 0.392], [-2.039, 0.604, 0.988], [-1.936, -1.204, 1.346], [-0.540, -2.312, -1.474], [-2.200, -1.940, -1.740], [-1.452, 2.573, 1.352], [-1.057, 3.465, 1.201], [-2.201, 3.022, 1.721], [-0.275, -1.963, 2.578], [-0.221, -2.770, 3.036], [0.583, -1.594, 2.905]],
  "mulliken_charge": [-0.7705, -0.5719, -0.1883, -0.3961, 0.5401, -0.7958, -0.6399, 0.1666, 0.1797, 0.3603, 0.2599, 0.3474, 0.3015, 0.1092, 0.0927, 0.0299, 0.3233, 0.0115, 0.2257, 0.2622, 0.2803, -0.5848, 0.2604, 0.2443, -0.6013, 0.2696, 0.2841],
  "e_homo_ev": -8.11,
  "smiles": "CCNC[C@H](C)N.O.O",
  "multiplicity": 1,
  "e_above_lowest_ev": 3.371,
  "e_tot_ha": -461.16333
}

(3)
{
  "formula": "C6H10O",
  "method": "ωB97M-V/def2-TZVPD",
  "elements": ["C", "C", "C", "C", "C", "C", "O", "H", "H", "H", "H", "H", "H", "H", "H", "H", "H"],
  "coordinates": [[-1.460, -1.221, -1.096], [-0.506, -0.336, -0.334], [-0.761, 1.032, 0.236], [0.575, 1.338, -0.228], [1.779, 1.262, 0.601], [0.208, -1.083, 0.805], [0.538, 0.253, -1.181], [-0.855, -1.991, -1.592], [-2.019, -0.660, -1.848], [-2.155, -1.720, -0.410], [0.607, -0.339, 1.513], [-1.606, 1.589, 0.628], [0.602, 2.352, -0.675], [1.760, 1.483, 1.664], [2.728, 1.434, 0.094], [1.049, -1.680, 0.461], [-0.484, -1.711, 1.361]],
  "mulliken_charge": [-1.5049, 1.4389, -0.9375, 0.6495, -1.2821, -1.3140, -0.5116, 0.3576, 0.3482, 0.3622, 0.2744, 0.3425, 0.3620, 0.3757, 0.3229, 0.3149, 0.4014],
  "e_homo_ev": [-8.27, -7.93],
  "multiplicity": 1,
  "e_above_lowest_ev": 4.841,
  "e_tot_ha": -309.66447
}

(4)
{
  "formula": "C36H91N5O12",
  "method": "ωB97M-V/def2-TZVPD",
  "elements": ["C", "O", "C", "C", "N", "C", "C", "O", "C", "H", "H", "H", "H", "H", "H", "H", "H", "H", "H", "H", "H", "H", "H", "H", "C", "O", "C", "C", "N", "C", "C", "O", "C", "H", "H", "H", "H", "H", "H", "H", "H", "H", "H", "H", "H", "H", "H", "H", "C", "O", "C", "C", "N", "C", "C", "O", "C", "H", "H", "H", "H", "H", "H", "H", "H", "H", "H", "H", "H", "H", "H", "H", "C", "O", "C", "C", "N", "C", "C", "O", "C", "H", "H", "H", "H", "H", "H", "H", "H", "H", "H", "H", "H", "H", "H", "H", "C", "O", "C", "C", "N", "C", "C", "O", "C", "H", "H", "H", "H", "H", "H", "H", "H", "H", "H", "H", "H", "H", "H", "H", "C", "C", "C", "O", "H", "H", "H", "H", "H", "H", "H", "H", "C", "C", "C", "O", "H", "H", "H", "H", "H", "H", "H", "H"],
  "coordinates": [[-3.977, 1.339, 2.421], [-5.001, 0.907, 1.549], [-5.946, 1.895, 1.155], [-6.830, 1.239, 0.116], [-8.050, 1.983, -0.103], [-9.078, 1.121, -0.687], [-10.428, 1.774, -0.576], [-10.479, 2.781, -1.599], [-11.626, 3.658, -1.581], [-3.596, 2.344, 2.220], [-3.074, 0.750, 2.252], [-4.283, 1.249, 3.464], [-5.416, 2.756, 0.740], [-6.574, 2.171, 2.006], [-7.071, 0.212, 0.373], [-6.237, 1.257, -0.805], [-8.017, 2.782, -0.721], [-9.230, 0.263, -0.027], [-8.896, 0.823, -1.721], [-10.683, 2.129, 0.423], [-11.197, 1.099, -0.969], [-11.699, 4.342, -2.423], [-11.850, 4.143, -0.630], [-12.448, 2.951, -1.744], [-1.300, 2.217, -2.957], [-1.054, 0.891, -3.332], [-1.140, 0.480, -4.702], [-1.039, -1.020, -4.758], [-2.201, -1.708, -4.192], [-2.026, -3.146, -4.134], [-3.092, -3.715, -3.208], [-3.177, -5.129, -3.420], [-4.142, -5.718, -2.543], [-1.321, 2.265, -1.867], [-2.224, 2.643, -3.350], [-0.422, 2.830, -3.187], [-0.313, 1.004, -5.190], [-2.006, 0.854, -5.258], [-0.148, -1.241, -4.163], [-0.726, -1.391, -5.740], [-3.023, -1.409, -4.700], [-1.004, -3.362, -3.817], [-2.050, -3.666, -5.099], [-4.111, -3.364, -3.390], [-2.800, -3.406, -2.201], [-3.996, -6.790, -2.672], [-5.156, -5.416, -2.811], [-3.956, -5.495, -1.491], [6.022, 2.977, 7.181], [5.060, 4.030, 7.123], [3.899, 3.637, 6.349], [4.126, 3.220, 4.899], [3.106, 2.436, 4.243], [3.060, 0.986, 4.393], [1.771, 0.418, 3.719], [0.540, 0.623, 4.417], [-0.547, -0.020, 3.786], [6.605, 2.739, 6.289], [5.551, 2.081, 7.593], [6.799, 3.241, 7.901], [3.186, 4.456, 6.423], [3.467, 2.802, 6.912], [5.139, 2.908, 4.642], [4.021, 4.193, 4.410], [2.297, 2.942, 3.929], [3.188, 0.630, 5.418], [3.878, 0.522, 3.835], [1.932, -0.656, 3.585], [1.738, 0.849, 2.714], [-1.448, 0.009, 4.399], [-0.417, -1.082, 3.558], [-0.772, 0.480, 2.840], [3.374, -5.281, -6.430], [3.143, -4.781, -5.100], [3.593, -3.447, -4.884], [2.669, -2.676, -3.865], [3.169, -2.700, -2.521], [3.348, -3.994, -1.892], [4.051, -3.909, -0.530], [3.197, -3.388, 0.493], [3.848, -3.335, 1.745], [4.439, -5.483, -6.562], [3.059, -4.608, -7.230], [2.816, -6.210, -6.524], [3.480, -2.870, -5.804], [4.551, -3.299, -4.383], [1.651, -3.083, -3.905], [2.581, -1.605, -4.055], [3.112, -1.892, -1.927], [3.943, -4.648, -2.531], [2.331, -4.400, -1.851], [4.941, -3.294, -0.694], [4.412, -4.878, -0.178], [4.813, -2.823, 1.716], [4.110, -4.341, 2.088], [3.132, -2.929, 2.457], [4.966, 0.747, 0.367], [6.370, 0.977, 0.401], [6.642, 1.985, 1.353], [8.106, 2.520, 1.166], [8.326, 3.423, 0.054], [7.697, 4.736, 0.163], [7.932, 5.579, 1.436], [6.882, 5.470, 2.384], [7.144, 6.219, 3.582], [4.651, -0.074, 1.021], [4.572, 0.377, -0.581], [4.329, 1.584, 0.657], [6.585, 1.538, 2.350], [5.978, 2.851, 1.334], [8.763, 1.649, 1.161], [8.426, 3.083, 2.046], [8.184, 2.898, -0.797], [6.616, 4.540, 0.193], [7.734, 5.283, -0.779], [8.058, 6.621, 1.128], [8.910, 5.291, 1.837], [6.253, 6.292, 4.201], [7.503, 7.212, 3.302], [7.930, 5.692, 4.126], [0.875, -0.547, -0.692], [-0.006, -1.182, 0.365], [-1.476, -1.185, -0.020], [0.399, -2.498, 0.545], [0.574, 0.407, -1.134], [0.786, -1.038, -1.668], [1.945, -0.586, -0.478], [0.123, -0.599, 1.282], [-2.158, -1.599, 0.725], [-1.744, -1.746, -0.917], [-1.797, -0.164, -0.240], [1.337, -2.668, 0.408], [-5.863, -3.160, 0.651], [-7.022, -2.468, -0.098], [-6.441, -1.757, -1.337], [-7.893, -3.535, -0.514], [-5.008, -2.511, 0.842], [-5.481, -4.083, 0.220], [-6.324, -3.375, 1.618], [-7.505, -1.762, 0.577], [-7.189, -1.226, -1.930], [-6.068, -2.524, -2.017], [-5.650, -1.053, -1.086], [-8.820, -3.356, -0.345]],
  "mulliken_charge": [-0.4528, -0.2091, -0.6666, 0.7200, -0.3910, -0.1182, -0.9151, -0.3079, -0.7606, 0.3650, -0.1694, 0.3152, 0.3333, 0.3029, -0.7877, 0.2898, 0.2634, 0.2662, 0.2427, 0.3995, 0.4106, 0.2599, 0.2957, 0.2997, -0.9115, -0.1083, -0.9102, -0.1164, -0.1116, -0.5281, 0.0143, -0.4240, -0.6679, 0.2127, 0.3480, 0.3633, 0.4099, 0.3659, -0.1756, 0.4472, 0.2401, 0.0484, 0.4515, 0.0950, 0.1226, 0.3021, 0.2858, 0.2511, -0.6935, -0.3845, -0.4882, -0.5102, -0.1149, -0.4986, -0.5304, -0.4604, -0.6188, 0.2091, 0.3264, 0.2866, 0.3304, 0.3780, 0.1524, 0.2673, 0.2907, 0.3677, 0.2305, 0.2818, 0.3190, 0.3788, 0.3484, 0.1689, -0.7886, -0.2843, -0.8545, 0.0024, 0.0244, -0.3937, -0.9884, -0.2287, -0.8384, 0.3106, 0.3212, 0.2463, 0.4821, 0.3318, -0.1708, 0.5143, -0.0470, 0.4159, 0.2732, 0.3546, 0.3996, 0.3365, 0.3354, 0.1637, -0.4630, -0.4262, -0.1033, -1.0811, -0.3558, -0.7183, -0.7701, -0.2329, -0.7572, 0.1219, 0.1765, 0.3671, 0.2298, 0.3484, 0.4404, 0.3138, 0.3051, 0.3245, 0.4829, 0.4836, 0.4258, 0.1885, 0.3554, 0.3028, -1.1225, 2.7938, -1.1821, -0.6021, 0.3271, 0.2603, 0.2481, -1.4929, 0.4941, -0.2302, 0.2096, 0.3538, -1.3493, 0.7114, -0.8541, -0.5956, 0.2152, 0.3172, 0.3914, 0.3001, 0.2032, 0.2187, 0.1473, 0.3351],
  "e_homo_ev": -8.16,
  "smiles": "COCCNCCOC.COCCNCCOC.COCCNCCOC.COCCNCCOC.COCCNCCOC.CC(C)O.CC(C)O",
  "multiplicity": 1,
  "e_above_lowest_ev": 3.487,
  "e_tot_ha": -2602.51728
}

(5)
{
  "formula": "C14H17Cl2FN4S",
  "method": "ωB97M-V/def2-TZVPD",
  "elements": ["C", "C", "C", "C", "C", "C", "C", "F", "C", "C", "C", "N", "C", "N", "C", "N", "S", "N", "C", "H", "H", "H", "H", "H", "H", "H", "H", "H", "H", "H", "H", "H", "H", "H", "C", "Cl", "Cl", "H", "H"],
  "coordinates": [[-2.363, -2.629, 5.991], [-2.493, -2.530, 4.802], [-2.797, -2.442, 3.359], [-1.518, -2.243, 2.526], [-0.892, -0.842, 2.712], [-0.394, -0.157, 1.447], [0.102, -0.751, 0.332], [0.206, -2.106, 0.291], [0.576, -0.087, -0.859], [1.099, -0.908, -2.017], [0.172, -2.075, -2.463], [0.034, -2.109, -3.939], [0.562, 1.285, -0.884], [0.974, 2.084, -1.962], [0.079, 1.994, 0.282], [0.048, 3.322, 0.377], [-0.584, 3.611, 1.852], [-0.820, 2.109, 2.384], [-0.404, 1.275, 1.424], [-2.512, -2.725, 7.044], [-3.246, -3.395, 3.058], [-3.527, -1.642, 3.204], [-1.789, -2.423, 1.483], [-0.763, -2.989, 2.792], [-1.679, -0.192, 3.116], [-0.088, -0.823, 3.455], [1.285, -0.316, -2.913], [2.078, -1.325, -1.738], [-0.820, -2.003, -2.012], [0.624, -3.001, -2.089], [-0.946, -2.276, -4.140], [0.512, -2.923, -4.312], [1.074, 1.574, -2.825], [1.782, 2.658, -1.758], [3.286, 5.107, -3.512], [2.149, 4.331, -4.619], [3.863, 3.983, -2.273], [4.138, 5.462, -4.080], [2.787, 5.935, -3.023]],
  "mulliken_charge": [0.0689, -0.5299, -0.8949, -0.5180, -0.6595, -0.2651, 0.4910, -0.4036, -0.0981, -1.1566, -0.3575, -0.6912, 0.4821, -0.3421, 0.6912, -0.6782, 0.1042, -0.6739, 0.8677, 0.4461, 0.3633, 0.3543, 0.3134, 0.3386, 0.4001, 0.3453, 0.2917, 0.3517, 0.3901, 0.2239, 0.2387, 0.2441, 0.2382, 0.0205, -0.2466, -0.1403, -0.1679, 0.2975, 0.2611],
  "e_homo_ev": -8.00,
  "multiplicity": 1,
  "e_tot_ha": -2181.06483
}

(6)
{
  "formula": "C3H4O2",
  "method": "ωB97M-V/def2-TZVPD",
  "elements": ["C", "C", "O", "C", "O", "H", "H", "H", "H"],
  "coordinates": [[1.011, -0.642, -0.041], [-0.020, 0.204, 0.112], [0.277, 1.390, 0.701], [-1.416, 0.013, -0.370], [-1.881, -1.073, -0.625], [1.990, -0.196, -0.212], [0.915, -1.708, -0.118], [1.109, 1.060, 1.102], [-1.984, 0.952, -0.550]],
  "mulliken_charge": [-0.8761, 0.6344, -0.4841, -0.0536, -0.4503, 0.3080, 0.2558, 0.3429, 0.3230],
  "e_homo_ev": -9.42,
  "smiles": "C=C(O)C=O",
  "multiplicity": 1,
  "e_above_lowest_ev": 1.834,
  "e_tot_ha": -267.12537
}